C54H46Br2FeN7O4S | ωB97M-V/def2-TZVPD

Its LUMO energy (spin up / spin down) is -0.01 / -0.19 eV. The spin multiplicity is 2. For the HOMO energy (spin up / spin down), the calculation gives -6.09 / -7.05 eV.

The geometry in XYZ format:
```
115
C54H46Br2FeN7O4S | the Open Molecules 2025 dataset | ωB97M-V/def2-TZVPD
Fe -0.91657 0.78527 -0.53118
C -1.50864 1.10486 4.79018
N -0.40199 1.76193 4.12150
C 0.36825 2.80320 4.61159
C 1.21455 3.17387 3.64615
N 0.97781 2.35821 2.53124
C -0.03531 1.47035 2.83797
S -0.72644 0.22733 1.94636
C 1.53494 2.64864 1.26206
C 1.78837 3.91662 0.89359
C 2.43315 4.21111 -0.37964
C 2.55021 3.27569 -1.32545
C 1.99305 1.91223 -1.09070
N 1.81731 1.61870 0.36421
H -1.62573 1.52480 5.78635
H -1.32524 0.03278 4.85952
H -2.42328 1.25041 4.21480
H 0.25880 3.18477 5.61440
H 1.99250 3.91768 3.63988
H 1.47105 4.73722 1.52398
H 2.80698 5.21504 -0.54270
H 3.01136 3.46954 -2.28781
H 1.07733 1.76266 -1.66552
C -3.34643 -2.62254 2.64240
O -2.78663 -2.97297 1.38832
C -2.93745 -4.24040 0.94876
C -3.67165 -5.20616 1.62164
C -3.74850 -6.50670 1.13495
C -3.08286 -6.85152 -0.02762
C -2.35484 -5.88559 -0.71085
C -2.27966 -4.57932 -0.25001
N -1.47714 -3.65434 -0.96804
C -1.61769 -2.27339 -0.92767
N -2.88498 -1.88235 -1.16140
C -3.54285 -0.68448 -0.84617
C -2.90485 0.42443 -0.30847
C -3.71017 1.52565 0.00881
C -5.07213 1.55108 -0.25868
C -5.68262 0.43767 -0.81867
C -4.92598 -0.68125 -1.08811
O -5.51672 -1.79880 -1.64424
C -5.81108 -2.84924 -0.72159
N -0.60408 -1.47175 -0.84641
C 0.64434 -2.11487 -0.57994
C 0.86538 -2.64805 0.69658
C 2.01554 -3.34461 1.01419
C 2.98199 -3.53980 0.03462
C 2.78528 -3.02203 -1.22966
C 1.62800 -2.31391 -1.56526
O 1.61451 -1.88836 -2.85714
C 0.41261 -1.46088 -3.52584
H -3.06667 -1.58565 2.80470
H -2.94450 -3.24446 3.44688
H -4.43568 -2.70572 2.63305
H -4.17123 -4.95939 2.55024
H -4.32435 -7.24314 1.68151
H -3.12413 -7.86594 -0.40532
H -1.82467 -6.14324 -1.62247
H -0.54340 -3.97574 -1.16346
H -3.48882 -2.60071 -1.51741
H -3.25316 2.39334 0.47333
H -5.66098 2.43601 -0.03763
H -6.74343 0.42884 -1.04573
H -6.89125 -2.93628 -0.59365
H -5.35192 -2.66534 0.25230
H -5.43329 -3.79346 -1.12010
H 0.08620 -2.50375 1.43632
H 2.15155 -3.74757 2.01168
H 3.88044 -4.10482 0.24999
H 3.51950 -3.17226 -2.01557
H 0.70297 -1.33337 -4.56506
H 0.02993 -0.52359 -3.14050
H -0.36780 -2.22442 -3.46219
Br -1.15153 2.08754 -5.50754
C -1.40984 3.09918 -3.93048
C -1.74337 4.45897 -4.01125
C -1.91908 5.19363 -2.86689
Br -2.33163 7.04516 -3.02681
C -1.79202 4.60064 -1.58794
C -1.97434 5.25639 -0.35197
C -1.86365 4.54248 0.81013
C -1.57158 3.16705 0.75378
N -1.35986 2.52582 -0.36611
C -1.46688 3.22917 -1.53330
C -1.23545 2.45729 -2.70987
O -0.90410 1.25431 -2.51392
H -1.85868 4.92245 -4.98198
H -2.20521 6.31184 -0.33253
H -2.00456 5.02362 1.76896
H -1.50615 2.58043 1.66327
C 6.64992 1.86606 -3.07337
C 5.74255 1.04428 -3.72524
C 4.58454 0.62914 -3.07622
C 4.32820 1.03272 -1.77022
C 5.24986 1.85083 -1.11668
C 6.40858 2.26052 -1.76217
C 2.99093 0.70255 -1.14898
C 2.81392 0.66445 0.35362
C 3.46356 -0.05313 1.38898
C 4.68367 -0.70360 1.09515
C 5.40072 -1.34151 2.08595
C 4.92009 -1.39172 3.39208
C 3.70291 -0.78915 3.69065
C 2.98481 -0.12339 2.71391
H 7.55154 2.19413 -3.57721
H 5.93280 0.72787 -4.74402
H 3.87178 -0.01657 -3.58205
H 5.05769 2.15812 -0.09259
H 7.11630 2.89395 -1.24213
H 2.56493 -0.17082 -1.64486
H 5.06204 -0.66276 0.08142
H 6.34694 -1.81178 1.84007
H 5.47275 -1.91376 4.16395
H 3.30582 -0.84507 4.69860
H 2.02398 0.30486 2.94962
```


C54H46FeN5OP2S | ωB97M-V/def2-TZVPD

Its LUMO energy (spin up / spin down) is -5.76 / -5.92 eV. Its relative energy (zero: lowest compared OMol25 entry of this formula, charge and spin) is 3.9 kcal/mol. The spin multiplicity is 2. Its net charge is +2. For the HOMO energy (spin up / spin down), the calculation gives -12.95 / -12.99 eV.

The geometry in XYZ format:
```
110
C54H46FeN5OP2S | the Open Molecules 2025 dataset | ωB97M-V/def2-TZVPD
Fe -0.00574 -0.17647 0.02242
O -1.64824 -0.16098 1.37565
S -1.28926 -1.60813 1.01819
C -1.04243 -2.46292 2.52995
C -2.00526 -3.34006 2.98362
C -1.86871 -4.05857 4.17897
C -0.73325 -3.86221 4.91863
C -0.29529 -4.47868 6.21943
C 1.03237 -3.76514 6.57305
C 1.24739 -2.78112 5.45394
C 2.21379 -1.82958 5.26830
C 2.11996 -1.01068 4.13519
C 1.12818 -1.11334 3.17329
P 1.19955 0.21557 1.91523
C 0.53157 1.67647 2.76047
C 0.57488 2.94614 2.17980
C 0.00295 4.02550 2.83143
C -0.64619 3.85113 4.04590
C -0.72816 2.58579 4.60865
C -0.14282 1.50250 3.97126
C 2.97320 0.37939 1.57544
C 3.62628 1.60399 1.52047
C 4.97299 1.65572 1.18429
C 5.67084 0.49039 0.90398
C 5.02031 -0.73826 0.95964
C 3.67682 -0.79391 1.29125
C 0.12216 -2.12928 3.32700
C 0.21808 -2.90426 4.49995
C -2.51523 -2.41946 0.05485
C -2.57075 -3.80057 0.06252
C -3.58080 -4.51021 -0.60772
C -4.56471 -3.79114 -1.23253
C -5.81443 -4.23121 -1.94811
C -6.44037 -2.92481 -2.50163
C -5.49206 -1.83301 -2.07772
C -5.47624 -0.49081 -2.34106
C -4.35896 0.25082 -1.92365
C -3.31263 -0.27420 -1.18646
P -1.78174 0.71140 -1.21450
C -1.40694 0.78789 -2.98739
C -0.79242 -0.35420 -3.54408
C -0.51832 -0.40129 -4.90049
C -0.83383 0.68151 -5.71312
C -1.43617 1.80122 -5.16988
C -1.72930 1.85529 -3.81453
C -2.25337 2.30240 -0.53344
C -3.25542 2.33596 0.43867
C -3.60804 3.53863 1.02923
C -2.97201 4.71262 0.64658
C -1.96493 4.68014 -0.30744
C -1.59066 3.47936 -0.88867
C -3.38250 -1.64236 -0.77800
C -4.44676 -2.38919 -1.31554
H -2.90861 -3.48371 2.40937
H -2.64931 -4.74021 4.48776
H -0.16688 -5.55584 6.10667
H -1.05559 -4.33402 6.98766
H 1.86813 -4.46230 6.63882
H 0.97590 -3.25201 7.53336
H 3.01630 -1.67658 5.97738
H 2.86498 -0.23179 4.02197
H 1.03201 3.10092 1.21294
H 0.05879 5.00688 2.37987
H -1.09358 4.69843 4.54830
H -1.24390 2.43900 5.54790
H -0.21471 0.52493 4.42614
H 3.10060 2.52323 1.74329
H 5.47577 2.61266 1.15037
H 6.72254 0.53545 0.65455
H 5.56497 -1.65297 0.76290
H 3.18065 -1.75728 1.35135
H -1.83010 -4.36116 0.61735
H -3.58502 -5.59119 -0.57754
H -6.48661 -4.74243 -1.25762
H -5.57920 -4.94324 -2.73961
H -7.43871 -2.75102 -2.09931
H -6.53904 -2.95022 -3.58705
H -6.25652 -0.00829 -2.91435
H -4.29186 1.28520 -2.24412
H -0.53430 -1.20785 -2.92243
H -0.06278 -1.28581 -5.32691
H -0.61559 0.64781 -6.77227
H -1.69025 2.63946 -5.80492
H -2.23412 2.72550 -3.41882
H -3.75895 1.42594 0.73485
H -4.38479 3.55894 1.78147
H -3.26079 5.65448 1.09427
H -1.46113 5.59213 -0.59940
H -0.77229 3.46147 -1.58915
N 1.32044 2.34715 -1.08764
C 0.80955 1.43075 -0.60574
C 2.77656 -2.61140 -5.08035
C 3.75701 -1.59191 -4.50957
C 3.23611 -0.16578 -4.66125
C 4.12744 -1.91799 -3.06084
N 2.97032 -1.82134 -2.16028
C 2.45120 -0.74973 -1.60486
N 1.37078 -1.13148 -0.94690
N 1.25363 -2.47216 -1.11800
N 2.20934 -2.89240 -1.84126
H 2.58235 -2.39707 -6.13086
H 1.81840 -2.57485 -4.55449
H 3.16335 -3.62815 -5.00787
H 4.70285 -1.67329 -5.05269
H 2.24992 -0.04547 -4.20190
H 3.12037 0.07880 -5.71639
H 3.91712 0.56887 -4.22567
H 4.87981 -1.22939 -2.67776
H 4.49476 -2.93744 -2.95955
H 2.82608 0.25921 -1.68431
```